1.
94
Properties=species:S:1:pos:R:3:forces:R:3:lowdin_charge:R:1 method="wB97M-V/def2-TZVPD" multiplicity=1 homo_ha="-0.511 / -0.506" charge=+2 lumo_ev="-7.21 / -6.91"
W 1.006918 1.344814 0.257143 0.182 -0.113 -0.143 1.300
N -0.839431 3.722984 3.494175 -0.011 0.006 0.080 0.134
C -0.575691 3.068677 2.365494 0.114 -0.016 0.044 -0.760
S 0.278121 1.517800 2.472605 0.025 -0.022 -0.024 0.728
N -0.978873 3.536682 1.225360 -0.095 0.057 -0.144 0.030
N -0.618162 2.729077 0.164178 0.012 0.002 0.094 -0.167
C -1.315140 2.831190 -0.931516 -0.107 0.089 0.019 -0.162
C -2.568028 3.590088 -1.063341 0.032 -0.032 0.005 -0.189
C -3.696419 2.903451 -1.516728 -0.027 0.026 0.001 -0.039
C -4.904271 3.569646 -1.642865 0.001 -0.011 -0.002 -0.045
C -4.979745 4.924530 -1.350336 0.002 -0.002 -0.005 -0.042
C -3.853147 5.611694 -0.917247 0.015 0.001 0.000 -0.045
C -2.649327 4.946862 -0.756489 -0.021 0.009 0.009 -0.022
C -0.743118 2.118239 -2.070307 0.052 -0.035 -0.113 -0.193
C -1.211197 2.252966 -3.369017 0.042 0.005 0.032 0.042
C -0.496443 1.676550 -4.405664 -0.031 0.012 -0.020 0.008
C 0.670782 0.990234 -4.113929 0.008 -0.030 -0.038 0.001
C 1.069245 0.860444 -2.799325 0.047 -0.026 0.073 -0.102
N 0.375207 1.405560 -1.784164 -0.105 -0.020 -0.056 -0.041
H -0.553095 3.358221 4.385864 -0.005 0.003 -0.002 0.109
H -1.427018 4.542017 3.469540 0.003 -0.006 0.000 0.130
H -3.633241 1.846662 -1.750632 -0.005 -0.003 0.007 0.116
H -5.783017 3.033955 -1.975222 0.000 0.004 0.001 0.118
H -5.919462 5.448195 -1.462310 -0.002 -0.002 0.001 0.120
H -3.915510 6.668541 -0.696878 0.000 0.000 -0.001 0.118
H -1.778324 5.477838 -0.399816 -0.005 -0.002 -0.003 0.112
H -2.102959 2.832913 -3.554358 0.003 -0.006 -0.004 0.131
H -0.836890 1.778903 -5.426937 0.003 0.002 0.000 0.132
H 1.274475 0.543894 -4.891603 0.000 0.002 0.000 0.134
H 1.965760 0.310902 -2.542245 -0.011 0.015 0.016 0.106
N 2.019541 3.418776 0.098532 -0.032 0.032 0.043 -0.056
C 3.451214 3.406974 0.510967 0.004 0.000 -0.009 -0.194
C 4.293562 2.706998 -0.538899 -0.036 0.026 -0.061 -0.065
C 3.844533 1.314053 -0.899217 0.149 -0.063 0.048 -0.507
O 4.319466 0.621040 -1.738285 -0.080 0.047 -0.027 0.169
O 2.770249 0.858300 -0.162960 -0.183 0.070 0.151 -0.276
H 1.938982 3.848495 -0.822800 0.010 -0.008 -0.005 0.120
H 1.496891 4.032535 0.722574 0.007 0.000 -0.005 0.094
H 3.510297 2.896413 1.472634 0.013 -0.005 -0.003 0.124
H 3.817206 4.423979 0.649864 -0.014 0.002 0.002 0.134
H 5.336654 2.649240 -0.223724 -0.011 -0.023 0.025 0.150
H 4.303800 3.275005 -1.474053 0.021 0.007 0.005 0.144
C 1.481480 -4.310774 -2.378178 0.003 -0.002 -0.003 -0.179
C 2.594288 -3.324335 -2.038343 0.002 -0.007 0.003 -0.175
C 2.274775 -2.570212 -0.735598 0.009 0.004 0.007 -0.182
C 0.752171 -2.377627 -0.571162 0.006 0.011 0.002 -0.416
C 0.109217 -2.216596 -1.950663 -0.020 0.027 -0.003 -0.201
C 0.169387 -3.565022 -2.683060 0.003 0.002 -0.003 -0.166
P 0.336677 -1.105082 0.683407 -0.044 -0.053 0.058 0.995
C 1.128573 -1.651604 2.269556 0.007 0.012 0.000 -0.437
C 2.575791 -1.177627 2.462853 -0.009 -0.018 0.001 -0.231
C 2.971212 -1.295584 3.943568 0.002 0.005 -0.004 -0.175
C 2.352058 -2.534244 4.611794 0.003 -0.004 -0.002 -0.185
C 2.096665 -3.617437 3.572969 0.000 0.005 0.003 -0.181
C 1.012816 -3.164120 2.584337 0.004 -0.001 -0.003 -0.183
C -1.475002 -1.242786 1.057643 0.016 0.005 0.007 -0.409
C -2.026383 -2.692349 1.134443 0.009 -0.017 -0.013 -0.172
C -2.923071 -3.037628 -0.051186 -0.003 0.005 0.002 -0.179
C -4.153419 -2.123220 -0.105112 -0.001 0.004 0.005 -0.171
C -3.834424 -0.709790 0.406521 -0.004 0.004 -0.012 -0.178
C -2.367749 -0.350997 0.176716 -0.001 -0.006 -0.015 -0.228
H 1.341866 -4.993556 -1.535111 -0.001 0.002 0.001 0.118
H 1.764128 -4.934122 -3.225435 -0.002 -0.002 0.000 0.117
H 2.718135 -2.616018 -2.863202 -0.004 0.001 0.001 0.114
H 3.551132 -3.835253 -1.935377 0.001 0.003 -0.001 0.120
H 2.791132 -1.606470 -0.733573 0.001 -0.010 -0.002 0.086
H 2.660138 -3.132374 0.117435 -0.006 -0.012 0.003 0.108
H 0.333492 -3.292103 -0.139460 0.007 -0.001 -0.008 0.099
H 0.672583 -1.478128 -2.518035 0.004 0.020 -0.012 0.078
H -0.918130 -1.855191 -1.900564 0.017 0.000 -0.003 0.086
H 0.073948 -3.390447 -3.756483 0.001 0.000 0.002 0.117
H -0.685942 -4.178619 -2.391098 0.000 0.000 0.000 0.111
H 0.526163 -1.118741 3.015714 0.008 -0.001 -0.004 0.075
H 2.705363 -0.140578 2.146743 0.006 0.011 -0.014 0.053
H 3.245087 -1.770611 1.837206 0.000 -0.003 0.003 0.110
H 2.659885 -0.392679 4.475267 0.001 0.002 0.001 0.108
H 4.059521 -1.335945 4.011566 -0.001 -0.004 0.001 0.118
H 1.404382 -2.273857 5.092960 -0.001 0.002 -0.001 0.116
H 3.004507 -2.899071 5.403824 0.000 0.000 0.001 0.117
H 1.782471 -4.549447 4.042349 0.001 0.000 0.002 0.121
H 3.025854 -3.839021 3.040610 -0.001 0.000 -0.001 0.119
H 0.031145 -3.359398 3.018867 0.007 -0.002 -0.002 0.114
H 1.083750 -3.769849 1.679887 0.011 -0.003 -0.003 0.095
H -1.516614 -0.816148 2.065804 0.008 0.008 0.000 0.094
H -2.611271 -2.780105 2.053507 0.001 0.000 0.001 0.131
H -1.227783 -3.425814 1.226947 -0.012 0.007 -0.008 0.083
H -3.232144 -4.080770 0.017667 0.000 0.001 0.005 0.123
H -2.352466 -2.957096 -0.978905 -0.005 -0.007 0.003 0.086
H -4.957471 -2.549704 0.495813 -0.004 0.003 -0.004 0.117
H -4.527939 -2.077215 -1.129270 0.005 0.004 -0.002 0.114
H -4.037028 -0.640172 1.479153 0.006 -0.002 0.003 0.123
H -4.484707 0.025738 -0.069790 -0.005 -0.002 0.001 0.104
H -2.200819 0.694876 0.442687 0.014 0.020 -0.004 0.081
H -2.121826 -0.460410 -0.886272 -0.002 -0.003 0.014 0.099

2.
21
Properties=species:S:1:pos:R:3:forces:R:3:lowdin_charge:R:1 method="wB97M-V/def2-TZVPD" multiplicity=1 de_lowest_kj_mol=153.0 homo_ha=-0.322 smiles=CCSC.O.O.O lumo_ev=0.19
C -0.296460 -2.020367 -0.858152 -1.971 -0.086 1.540 -0.155
C -1.407742 -1.058468 -1.444550 2.180 0.990 -0.348 -0.446
S -0.513396 0.471405 -2.188081 -0.716 -0.795 0.646 0.737
C -0.099954 1.328998 -0.630354 -1.645 -0.179 0.035 -0.433
H -0.511837 -3.072937 -1.095651 0.722 0.382 -1.160 0.064
H -0.423668 -2.209490 0.226772 0.042 1.038 -0.047 0.057
H 0.705047 -1.603211 -1.000777 -0.250 -0.671 -0.390 0.050
H -2.198317 -0.634109 -0.842721 0.274 -0.118 0.944 0.044
H -1.954529 -1.501211 -2.246266 0.033 -0.413 -0.902 0.039
H -0.111362 2.401571 -0.780735 0.664 0.147 -0.308 0.030
H -0.961667 1.215040 0.033888 0.051 -0.308 0.045 0.022
H 0.760888 0.945630 -0.116534 0.589 0.034 0.047 0.021
O -2.689839 -0.218910 2.162662 -1.312 -3.049 0.571 -0.068
H -2.806871 -0.917021 2.886303 0.312 1.658 -1.543 0.083
H -2.194528 0.469710 2.539457 1.020 1.403 0.956 -0.009
O 2.551369 0.290138 3.221222 -2.122 0.554 -0.582 -0.054
H 1.680030 -0.067755 2.922782 0.921 0.690 0.332 0.050
H 3.047723 -0.497144 3.301594 1.185 -1.259 0.236 0.004
O 2.892748 2.276428 -1.946832 -0.948 2.380 -1.423 -0.067
H 2.200994 2.838051 -2.416597 1.646 -0.651 0.723 0.075
H 2.331374 1.563642 -1.727438 -0.676 -1.750 0.628 -0.041

3.
6
Properties=species:S:1:pos:R:3:forces:R:3:lowdin_charge:R:1 method="wB97M-V/def2-TZVPD" multiplicity=1 de_lowest_kj_mol=533.3 homo_ha="-0.358 / -0.367" lumo_ev="-1.22 / -0.37"
C -0.391987 0.687270 0.390454 -1.681 -1.346 -0.300 -0.230
C 0.490477 -0.261720 0.306119 1.414 1.203 0.050 -1.202
F -0.460218 1.959819 0.337909 0.544 0.670 0.120 0.117
Cl 0.227236 -1.925404 0.216024 -0.224 -0.357 0.097 0.628
Cl 2.172149 0.275372 0.287889 -0.055 -0.266 -0.035 0.592
H -2.037659 -0.735338 -1.538395 0.002 0.096 0.068 0.095

4.
20
Properties=species:S:1:pos:R:3:forces:R:3:lowdin_charge:R:1 method="wB97M-V/def2-TZVPD" multiplicity=1 de_lowest_kj_mol=277.2 homo_ha=-0.280 lumo_ev=0.48
C -1.330150 -0.888138 1.299557 -0.775 -0.177 -0.711 -0.342
C 0.711387 0.161161 0.646036 -0.311 0.178 -0.688 -0.220
C 1.062788 0.870142 -0.651258 -0.184 0.035 -0.094 -0.314
C -0.251448 0.329722 -1.056206 0.520 -0.189 1.096 -0.447
N 1.539001 -0.913070 1.041060 0.038 -0.186 0.003 0.048
N 1.248453 2.301481 -0.571491 -0.018 -0.065 -0.022 0.067
O -2.307839 -0.270441 0.796169 0.578 -0.460 0.511 -0.011
O -1.034069 -2.160622 0.927038 -0.033 0.410 0.067 0.044
O -0.278111 -0.857825 -1.730352 0.008 -0.054 -0.058 0.091
O -1.347942 1.021432 -0.974473 -0.424 -0.183 0.341 0.052
H -1.968823 0.526202 -0.202109 0.447 0.296 -0.553 0.073
H -1.332255 -2.295386 0.012953 -0.002 0.064 0.134 0.117
H -1.157935 -0.954885 -2.121637 0.026 0.117 0.085 0.129
H -0.998528 -0.714773 2.321836 0.166 0.143 -0.115 0.149
H 0.443813 0.885619 1.411663 -0.037 0.037 -0.042 0.122
H 1.883031 0.391576 -1.183564 0.005 -0.025 0.040 0.150
H 2.328581 -1.075448 0.431916 -0.037 0.066 0.041 0.078
H 1.054116 -1.787511 1.201929 0.018 0.068 -0.078 0.056
H 0.458642 2.725389 -0.096161 0.023 -0.042 -0.025 0.077
H 1.277288 2.705377 -1.502904 -0.007 -0.033 0.070 0.081

5.
96
Properties=species:S:1:pos:R:3:forces:R:3:lowdin_charge:R:1 method="wB97M-V/def2-TZVPD" multiplicity=1 de_lowest_kj_mol=1074.2 homo_ha=-0.325 smiles="Fc1ccccc1.Fc1ccccc1.Fc1ccccc1.CC(C)=O.CC(C)=O.CC(C)=O.CC(C)=O.CC(C)=O.CC(C)=O" lumo_ev=0.12
F -2.905483 6.568300 0.988563 0.308 0.142 -0.137 0.071
C -1.845313 5.762550 0.847193 1.011 -1.961 0.140 -0.246
C -1.986583 4.388010 1.147513 1.332 -0.600 -0.495 0.029
C -0.878803 3.488780 1.005833 0.458 2.678 -1.049 -0.068
C 0.329807 4.026910 0.523233 0.337 0.668 0.560 -0.094
C 0.497447 5.409080 0.266953 -0.759 -2.561 0.297 -0.079
C -0.583873 6.222090 0.415113 -0.661 1.409 0.105 -0.029
H -2.891133 3.866520 1.423613 -0.513 0.781 0.121 0.103
H -0.978203 2.429470 1.191243 -0.103 0.960 -0.299 0.025
H 1.237467 3.460120 0.377223 -0.281 -0.485 0.047 0.086
H 1.445177 5.782090 -0.092327 -0.018 0.089 0.064 0.109
H -0.306583 7.238170 0.176163 -1.031 0.506 0.150 0.113
F -1.231043 -3.068210 -2.433307 0.398 -0.843 -0.991 0.094
C -1.597453 -2.910650 -1.179447 -1.033 0.543 1.879 -0.303
C -2.152823 -1.693170 -0.858247 -2.498 -0.098 0.171 -0.067
C -2.634813 -1.389530 0.430083 0.136 -2.755 -0.868 -0.068
C -2.366193 -2.372400 1.410173 -1.087 0.442 0.152 -0.071
C -1.787833 -3.612300 1.135483 -0.364 0.943 -1.718 -0.059
C -1.436113 -3.875680 -0.205207 0.404 -0.473 0.649 -0.012
H -2.185183 -0.941850 -1.633417 -0.700 -0.247 0.155 0.086
H -3.200193 -0.486500 0.606923 0.143 -0.244 0.093 0.090
H -2.734543 -2.194930 2.409783 0.000 0.026 0.160 0.093
H -1.685403 -4.366420 1.901783 0.160 0.042 0.001 0.112
H -0.915793 -4.789360 -0.451877 -0.216 -0.208 -0.099 0.114
F -3.253413 0.458800 -3.252797 0.492 0.686 0.063 0.049
C -2.258393 1.398750 -3.373687 -0.551 -0.239 2.129 -0.303
C -1.498203 1.750080 -2.258397 -0.969 0.051 -0.197 0.018
C -0.486683 2.686190 -2.387987 -1.948 1.468 -0.195 -0.123
C -0.198403 3.204000 -3.630287 -0.277 1.462 -0.102 -0.093
C -0.936093 2.843580 -4.730077 -1.315 -0.481 0.229 -0.056
C -2.001303 1.925900 -4.572427 0.980 1.757 -2.504 -0.048
H -1.691073 1.256820 -1.317177 -0.173 0.114 0.125 0.117
H 0.081327 3.016640 -1.530917 -0.667 0.416 -0.507 0.090
H 0.549877 3.981810 -3.668807 0.225 -0.040 -0.307 0.120
H -0.835113 3.285770 -5.710217 0.395 0.056 0.013 0.110
H -2.534873 1.692230 -5.481877 -0.388 -0.330 0.211 0.128
C 0.530357 -2.057960 3.516193 -0.627 1.266 0.771 0.035
C 0.740547 -0.544620 3.694253 -0.437 -0.325 -2.946 -0.368
C 2.130857 0.031270 3.526133 0.073 0.406 3.103 -0.035
O -0.252483 0.180060 3.573493 3.082 -0.430 1.093 -0.039
H 0.718887 -2.618990 4.431513 0.034 -0.099 -0.042 0.099
H 1.135187 -2.417710 2.683813 -0.410 0.101 0.688 0.045
H -0.530093 -2.030190 3.265623 0.069 -0.924 0.055 0.064
H 2.881637 -0.707980 3.805313 0.105 0.257 -0.218 0.102
H 2.071067 0.810350 4.286113 0.600 0.244 0.467 0.108
H 2.341207 0.613310 2.628873 0.426 -0.818 1.395 0.031
C 1.106077 1.041050 1.181633 -0.784 -0.195 -1.544 -0.069
C 0.698597 0.649820 -0.269047 -0.086 0.055 1.717 -0.307
C -0.083713 -0.626220 -0.356027 1.422 1.387 -0.369 -0.011
O 0.814337 1.385050 -1.230187 1.996 -1.457 4.121 -0.061
H 1.418297 0.175510 1.765983 -1.395 0.107 -1.841 0.018
H 0.245367 1.503740 1.664543 0.695 -0.257 -0.034 0.061
H 1.972117 1.699160 1.252093 -1.019 0.853 -0.162 0.078
H -0.356283 -0.709150 -1.408137 -0.169 0.127 1.185 0.054
H -0.952153 -0.610820 0.302523 1.192 0.678 0.082 0.073
H 0.477587 -1.529710 -0.117797 0.099 0.504 0.109 0.090
C 1.474027 -3.788440 0.796513 -0.604 -1.920 -1.293 -0.056
C 1.960407 -4.655150 -0.378677 -0.729 1.381 -1.054 -0.440
C 1.511237 -4.181740 -1.854467 1.159 -0.327 1.489 -0.008
O 2.643997 -5.619740 -0.184267 0.414 -0.652 -0.115 0.058
H 0.929567 -4.455790 1.464573 -0.258 -0.005 -0.041 0.097
H 0.830927 -3.002520 0.400483 -0.006 -0.525 0.440 0.041
H 2.234777 -3.269240 1.379423 -0.083 -1.759 -0.722 0.035
H 2.279127 -4.328510 -2.614007 0.371 -0.572 0.281 0.076
H 1.379257 -3.100040 -1.879127 -0.693 -0.558 0.231 0.023
H 0.650117 -4.760550 -2.188457 -0.153 0.274 0.182 0.071
C -2.748933 -0.191440 4.247263 -0.576 0.568 0.407 -0.026
C -3.226733 0.309310 2.911753 -4.215 -2.061 -1.186 -0.419
C -2.307093 1.196070 2.121143 -0.655 0.368 0.175 -0.061
O -4.409273 0.016750 2.501203 4.251 1.327 1.233 0.003
H -1.684613 -0.426650 4.246623 -0.974 -0.174 0.147 0.036
H -3.379773 -0.918170 4.759133 -0.185 -0.139 -0.629 0.093
H -2.858633 0.707380 4.854043 0.279 0.278 0.393 0.099
H -1.254803 0.917950 2.179753 -0.842 -0.194 0.069 0.042
H -2.401903 2.179460 2.581633 0.165 0.034 0.394 0.096
H -2.605233 1.387180 1.090273 -0.376 -0.438 0.065 0.090
C 4.187967 -2.226240 -0.185427 -0.815 -1.072 0.705 0.023
C 3.400037 -1.327220 0.769583 -1.874 -0.522 1.273 -0.287
C 3.790327 0.152450 0.789663 0.268 -0.570 -0.508 -0.002
O 2.475897 -1.766320 1.537783 4.946 4.476 -2.481 -0.099
H 3.928947 -3.270450 -0.010467 0.082 0.033 0.318 0.065
H 5.272347 -2.180770 -0.084637 -0.081 0.588 -0.043 0.097
H 3.871987 -2.102120 -1.221217 0.105 0.710 -0.075 0.099
H 4.406947 0.468040 -0.051927 0.281 -0.483 0.035 0.098
H 4.348547 0.262520 1.719383 0.155 0.255 0.042 0.107
H 2.951797 0.848770 0.779373 1.066 -1.003 -0.079 0.023
C 1.222037 0.728440 -3.496667 0.460 -0.972 -1.734 -0.018
C 0.598257 -0.638170 -3.280897 0.649 3.879 -1.859 -0.432
C -0.741963 -0.784820 -3.974327 0.440 -2.053 0.461 0.011
O 1.183757 -1.361620 -2.531727 0.203 -1.796 0.103 0.026
H 0.770297 1.439980 -2.805477 0.842 -1.209 -1.736 0.020
H 1.043287 1.057470 -4.520337 0.264 -0.010 -0.086 0.089
H 2.285267 0.643120 -3.272267 0.061 0.142 -0.072 0.100
H -0.765613 -1.795270 -4.382417 -0.178 -0.036 -0.181 0.101
H -1.017313 -0.043980 -4.724947 0.700 -0.365 0.330 0.077
H -1.480873 -0.797600 -3.173117 0.043 -0.054 -0.560 0.048

6.
16
Properties=species:S:1:pos:R:3:forces:R:3:lowdin_charge:R:1 method="wB97M-V/def2-TZVPD" multiplicity=1 de_lowest_kj_mol=406.6 homo_ha=-0.307 lumo_ev=0.91
C -0.358443 1.488370 -0.581044 0.039 0.092 -0.045 -0.053
C -0.406561 0.171581 0.167138 0.212 0.104 0.159 -0.410
C 0.379404 -0.965569 -0.513159 -0.035 -0.015 -0.012 -0.166
C 1.814604 -0.738023 -0.312159 0.493 0.130 0.075 -0.147
C 2.963418 -0.475631 -0.062554 -0.455 -0.132 -0.144 0.117
C -2.153464 -0.891302 1.532611 0.117 -0.165 -0.504 0.001
N -1.794090 -0.198580 0.479966 -0.250 -0.046 0.447 -0.113
H 0.676804 1.833534 -0.626883 -0.122 0.004 -0.114 0.082
H -0.945260 2.237375 -0.039373 0.097 -0.045 -0.115 0.085
H -0.750983 1.402516 -1.601431 0.061 -0.024 0.138 0.086
H 0.144407 -1.028963 -1.583175 0.008 0.046 0.149 0.123
H 0.095625 -1.924689 -0.061334 0.051 0.186 -0.039 0.118
H 3.986071 -0.256217 0.153821 -0.179 -0.059 -0.062 0.027
H -1.183545 -1.258969 1.950806 -0.289 0.083 0.153 0.001
H 0.049578 0.323349 1.147168 0.112 0.011 -0.087 0.135
H -2.517563 0.281221 -0.050391 0.139 -0.170 0.001 0.113